1.
Entry from the OMol25 dataset: a structure of composition C45H48FeN2O3PSSbTe (ωB97M-V/def2-TZVPD).

```
103
Properties=species:S:1:pos:R:3:forces:R:3
Te -1.284077 -3.800691 0.695853 -0.6539 -1.0600 0.1744
Sb 1.949422 0.168021 1.114202 0.2238 1.0167 0.4040
Fe 0.093111 -1.837103 0.629354 0.4396 0.7326 -1.0108
S -2.227409 0.305403 4.105776 0.0625 -0.0475 0.0401
P -1.080695 -0.958562 -2.341942 -0.1286 -0.0815 -0.1319
O -1.023025 -2.532823 -2.814623 0.0552 -0.0499 0.0618
O -0.164192 -1.047511 -1.089546 0.0793 0.2043 0.3248
O -0.018081 -0.257033 -3.401241 0.0677 0.0652 -0.1132
N -1.531144 -0.501608 1.761561 0.1607 0.0699 -0.0879
N 2.006834 -3.168729 -0.264302 -0.2083 0.2201 -0.2160
C -6.324228 1.734246 -0.908084 -0.0232 -0.0193 0.0262
C -1.294334 -0.690711 3.023283 -0.1429 0.0508 0.1375
C 1.829803 1.102697 4.107958 0.0620 -0.0868 -0.0364
C -4.837610 2.112747 -1.011984 -0.0019 -0.0177 -0.0278
C 6.086193 2.320876 -0.558751 -0.0581 -0.0024 0.0089
C -0.557493 0.510562 -4.473787 -0.0440 0.0799 0.1016
C -4.034641 1.966867 2.713071 -0.0251 0.0129 -0.0052
C 4.046561 -0.326052 4.963953 -0.0166 -0.0063 -0.0474
C 1.972289 -3.358948 -1.679677 0.0745 -0.0606 0.0572
C 3.681235 2.170203 -0.501398 0.0808 -0.0772 -0.0109
C -3.032629 1.001995 2.741048 0.0815 -0.0248 -0.0238
C 1.385690 -4.697663 -3.585263 0.0413 0.0022 -0.0168
C 1.503758 -3.590125 4.317404 0.0462 0.0079 0.0306
C -0.087581 -1.888068 4.851208 -0.0375 0.1727 0.0081
C 1.224567 -3.426575 2.970398 0.0208 0.0452 0.0010
C 2.449723 -2.367893 -2.525364 -0.0206 0.0744 0.0208
C -0.140071 2.091672 -0.027724 -0.0093 0.0465 0.0886
C -0.471220 4.422139 0.480840 0.0367 -0.0514 -0.0079
C 0.883867 2.016731 0.913840 -0.0778 -0.0915 -0.0641
C 3.348833 0.465085 5.865506 -0.0192 0.0043 -0.0063
C -0.341021 -1.700198 3.491691 -0.0198 0.0958 0.0023
C -4.717045 3.627447 -1.232886 0.0098 0.0157 -0.0312
C 2.545675 0.344848 3.180055 -0.1110 -0.1575 0.0459
C -4.136157 1.717206 0.287580 0.0342 -0.0078 -0.0080
C -4.239452 1.400013 -2.224618 -0.0365 -0.0289 0.0069
C 2.233244 1.170970 5.436308 -0.0161 -0.0439 -0.0132
C 0.567900 4.361060 1.404477 0.0055 0.0286 0.0139
C 2.392156 -2.543844 -3.898250 -0.0130 -0.0624 -0.0014
C 1.252748 3.171656 1.607850 -0.0279 -0.0334 -0.1199
C 4.839733 2.808926 -0.928475 0.0235 -0.0387 0.0075
C -2.548985 0.430704 1.563146 0.0268 -0.0280 0.0004
C 3.759068 1.038720 0.309233 -0.0217 -0.2443 -0.0579
C 1.867070 -3.712103 -4.436279 -0.0109 0.0133 0.0023
C 5.015126 0.526619 0.633561 -0.0419 0.0289 -0.1006
C 1.432339 -4.522826 -2.210264 0.0059 -0.0291 -0.0065
C 6.172278 1.169028 0.211187 -0.0027 -0.0261 -0.0139
C -0.808876 3.292647 -0.247288 0.0455 -0.0189 0.0187
C 0.841934 -2.819880 5.267987 0.0295 0.0052 -0.0072
C 0.314220 -2.466540 2.517467 -0.0397 -0.3698 0.3148
C -3.119283 0.779073 0.333322 0.1074 -0.1176 -0.0446
C -1.713191 -2.908173 -3.993913 -0.1007 -0.0206 -0.0168
C 3.640474 -0.391500 3.636235 -0.0624 0.0315 0.0036
C -0.598195 1.986724 -4.119840 0.0421 -0.0366 0.0438
C -2.216317 -4.326184 -3.836954 0.0232 -0.0445 0.0334
C -4.563992 2.313280 1.489137 -0.0393 0.0694 0.1011
H 1.035352 -5.281060 -1.543998 0.0238 0.0004 -0.0183
H -4.363565 0.315190 -2.159250 0.0536 0.0900 -0.0153
H -6.836840 2.320644 -0.140129 0.0436 -0.0595 -0.0526
H -0.619265 -1.288004 5.583649 0.0626 -0.0268 -0.0120
H 4.764198 3.694289 -1.549147 0.0041 -0.0343 0.0266
H -6.826050 1.917097 -1.863218 0.0257 -0.0033 0.0714
H -3.669385 3.924834 -1.331842 -0.0853 0.0004 0.0161
H -5.235811 3.909216 -2.153653 0.0157 -0.0024 0.0525
H -1.596533 3.336339 -0.991023 0.0326 -0.0138 0.0613
H 1.051356 -2.949113 6.322396 -0.0287 -0.0052 -0.0343
H 0.083503 0.340197 -5.339404 0.0088 -0.0337 -0.0419
H -1.379075 -4.999568 -3.640419 -0.0923 0.0435 -0.0183
H 2.718622 2.563144 -0.802739 0.0041 0.0373 0.0437
H 6.987048 2.833644 -0.873175 -0.0265 -0.0325 -0.0159
H -5.347274 3.063902 1.463874 0.0511 -0.0862 -0.0071
H -2.556565 -2.228695 -4.178156 0.0102 0.0186 0.0090
H 1.715468 -4.079399 2.260203 0.0097 -0.0082 0.0239
H -2.746102 0.285356 -0.559121 -0.0813 0.0711 0.0536
H -1.004983 5.351893 0.323373 0.0246 -0.0191 -0.0019
H 5.108517 -0.380128 1.218885 0.0207 0.0629 0.0077
H -4.396643 2.422314 3.626697 0.0043 -0.0086 -0.0444
H 1.665514 1.772767 6.137598 0.0312 -0.0269 -0.0362
H -1.032244 -2.832759 -4.846043 0.0483 0.0261 -0.0365
H -5.156459 4.197089 -0.410994 0.0356 -0.0210 -0.0512
H -2.727620 -4.653080 -4.745176 0.0022 -0.0103 0.0371
H 4.907022 -0.896862 5.293696 -0.0382 0.0104 -0.0196
H 2.228505 -4.333438 4.632101 -0.0505 0.0329 -0.0246
H -3.170860 1.605202 -2.329583 -0.0749 -0.0359 -0.0012
H -2.909989 -4.387239 -2.995906 0.0118 -0.0129 -0.0464
H 2.836045 -1.444124 -2.105380 -0.0130 -0.0271 -0.0374
H 2.753083 -1.760214 -4.552591 -0.0090 0.0003 0.0310
H 0.853508 5.248714 1.958878 -0.0076 -0.0603 -0.0340
H 2.097644 3.155934 2.283015 0.0027 -0.0286 0.1113
H 4.189227 -1.036426 2.957910 -0.0233 0.0157 0.0655
H 1.828454 -3.849245 -5.511193 0.0059 0.0013 0.0695
H -0.417014 1.211240 -0.594039 0.0206 0.0017 0.0110
H 2.835777 -2.668258 0.020637 0.1602 -0.0385 0.0237
H 7.141411 0.766889 0.484558 -0.0511 0.0244 -0.0115
H -1.563975 0.165565 -4.736992 -0.0038 -0.0365 0.0345
H -6.434327 0.675541 -0.654894 -0.0026 0.0861 -0.0552
H -4.741792 1.745834 -3.133291 0.0362 -0.0320 0.0661
H 1.954451 -4.051894 0.221137 -0.0152 -0.0854 0.0506
H 3.664814 0.520008 6.901058 -0.0136 -0.0001 -0.0562
H -1.192079 2.130730 -3.212540 0.0421 0.0312 -0.0894
H 0.943342 1.642511 3.805241 -0.0585 0.0733 -0.0588
H -1.047039 2.569977 -4.929584 0.0516 -0.0348 0.0624
H 0.973077 -5.613114 -3.995489 0.0236 0.0500 0.0376
H 0.410642 2.359740 -3.927980 -0.0672 -0.0024 0.0015
```
Positions in Å, forces in eV/Å.

Values from the calculation:
E ... -124910.9000 eV
LUMO level (alpha / beta) ... -0.67 / -0.93 eV
Spin multiplicity ... 5
HOMO level (alpha / beta) ... -7.367 / -7.221 eV
Gap between HOMO and LUMO (alpha / beta) ... 0.24596 / 0.23119 Eh

***

2.
Entry from the OMol25 dataset: a structure of composition C5H9NO (ωB97M-V/def2-TZVPD).

```
16
Properties=species:S:1:pos:R:3:forces:R:3
O -0.181966 1.118614 -1.242637 0.1451 0.1258 -0.0374
N -0.399841 0.440315 1.450645 -0.0191 0.1876 0.0472
C -1.597561 0.953816 -1.304953 -0.2635 0.0573 -0.0574
C 0.666343 -0.965330 1.136041 0.1552 -0.1647 -0.3477
C -0.627209 -0.637520 0.485926 -0.0776 -0.0580 -0.1069
C -0.722365 -0.161106 -0.941069 0.0147 -0.2536 0.0558
C 1.919183 -0.558453 0.398826 0.0337 0.0232 0.0039
H -0.517039 -0.921399 -1.696228 -0.0368 0.1109 0.1091
H 2.274993 -1.475309 -0.091736 -0.0446 0.1019 0.0676
H 1.816698 0.211998 -0.377935 -0.0292 -0.1098 0.1294
H -1.488413 -1.259835 0.744323 0.1235 0.0753 -0.0418
H -2.156454 1.464666 -0.521523 0.0931 -0.0863 -0.1018
H 0.247968 -0.170487 2.185837 -0.0386 0.1646 0.1720
H 0.078558 1.212910 0.984261 -0.0083 -0.1092 0.0648
H -2.023009 1.009694 -2.305520 0.0835 -0.0213 0.1467
H 2.710115 -0.262574 1.095741 -0.1311 -0.0437 -0.1034
```
Positions in Å, forces in eV/Å.

Values from the calculation:
Energy relative to the best compared isomer or geometry (same formula, charge and spin) ... 562.08 kJ/mol
E ... -8863.3871 eV
LUMO level ... 1.07 eV
HOMO level ... -8.242 eV
Gap between HOMO and LUMO ... 0.34214 Eh

***

3.
Entry from the OMol25 dataset: the molecule C5H8S (ωB97M-V/def2-TZVPD).

```
14
Properties=species:S:1:pos:R:3:forces:R:3
S 1.908982 0.019697 -0.001781 0.0064 -0.0322 -0.0905
C -1.034737 1.301149 -0.125464 -1.0397 -0.0687 0.9344
C 0.221710 0.607183 0.333020 0.7827 1.1547 1.2080
C 0.267386 -0.648518 -0.392367 -0.2273 -0.4882 -0.7721
C -0.990635 -1.285396 0.197288 0.3435 1.0857 -0.1578
C -1.945027 -0.045172 -0.052142 -0.3339 0.9184 0.4828
H 0.139629 0.451721 1.432336 -0.1769 -0.0080 -0.8283
H -1.400737 -2.101507 -0.330671 -0.1437 -1.2946 -0.4022
H -1.065889 1.738634 -1.117394 0.2628 0.0172 -0.0904
H -2.617232 0.083463 0.793089 -0.1422 -0.1569 0.1154
H -1.420016 2.041515 0.639932 0.5320 -0.6685 -1.0280
H -0.831595 -1.485934 1.256055 -0.3224 -0.1816 -0.0657
H 0.150809 -0.486949 -1.478515 -0.1190 -0.0885 0.5233
H -2.610850 -0.131571 -0.928350 0.5775 -0.1888 0.1712
```
Positions in Å, forces in eV/Å.

Values from the calculation:
Energy relative to the best compared isomer or geometry (same formula, charge and spin) ... 246.87 kJ/mol
E ... -16147.0787 eV
LUMO level ... 1.09 eV
SMILES ... C1C[C@@H]2S[C@H]2C1
HOMO level ... -8.756 eV
Gap between HOMO and LUMO ... 0.36197 Eh